DFT (ωB97M-V/def2-TZVPD) results for C41H53FeN7O4P3S2 as an isolated structure at a distorted geometry.

Calculated values
* spin multiplicity: 6
* total energy: -5362.3466 hartree
* HOMO (alpha / beta): -12.67 / -12.53 eV
* net charge: +2

```
111
Properties=species:S:1:pos:R:3:forces:R:3:lowdin_charge:R:1
Fe -0.694 0.011 -0.294 -0.36 0.45 0.02 0.843
S -3.458 3.398 1.345 0.42 -0.64 -0.16 1.079
S -2.112 0.773 2.084 0.47 -0.66 0.45 0.811
P 1.543 2.344 1.365 0.98 0.18 0.32 0.528
P -1.263 -2.271 0.950 -0.04 -0.52 0.39 1.105
P 2.794 -0.006 0.148 1.19 0.72 -0.30 0.528
O 1.471 -0.657 0.249 -1.40 -0.29 -0.09 -0.298
O 0.255 1.906 0.792 -0.60 -0.45 -0.83 -0.363
O -2.223 -1.108 -1.562 0.68 0.28 0.58 -0.084
O 2.799 1.455 0.871 -0.06 -0.43 0.07 -0.269
N -2.398 1.722 -0.343 1.00 -1.36 0.99 -0.026
N 1.585 2.113 3.010 0.07 0.23 -1.07 -0.280
N -0.024 0.793 -2.558 -0.26 -0.23 0.89 0.089
N 1.969 3.828 0.746 -0.46 -0.84 0.56 -0.294
N -2.285 -0.818 -3.795 0.09 0.00 -0.12 0.107
N 3.183 0.383 -1.413 0.16 -0.25 1.06 -0.281
N 4.002 -0.878 0.872 -0.84 0.59 -0.52 -0.284
C 4.032 1.502 -1.767 0.08 0.35 -0.08 -0.087
C -2.612 1.904 0.937 -0.64 0.87 -0.65 -1.060
C -0.656 -2.402 2.658 0.10 0.25 -0.12 -0.350
C -0.924 -2.009 5.014 0.03 0.05 0.13 -0.058
C -4.025 4.947 -2.348 0.09 -0.03 -0.08 -0.066
C 0.562 1.972 -2.389 0.31 0.42 -0.15 -0.134
C -3.324 -4.207 0.804 0.14 0.01 0.04 -0.064
C 1.129 -2.932 4.181 0.04 0.04 0.10 -0.070
C -0.856 -1.003 -3.977 0.19 0.02 0.25 -0.087
C 0.249 -3.355 -1.106 -0.11 0.10 0.21 -0.110
C 0.498 2.723 3.758 -0.30 0.19 0.08 -0.097
C -5.650 -3.723 1.181 0.02 0.06 0.00 -0.058
C 1.169 2.675 -3.419 -0.12 -0.11 -0.01 -0.039
C 0.483 0.930 -4.885 0.01 -0.03 0.25 0.003
C -2.998 -2.871 1.027 0.14 0.33 -0.24 -0.328
C 0.636 -2.870 2.891 -0.13 0.02 -0.03 -0.118
C -1.430 -1.959 3.728 0.03 -0.10 -0.16 -0.118
C -5.335 -2.389 1.388 -0.06 -0.06 -0.01 -0.066
C 5.382 -0.461 0.695 0.20 0.04 -0.25 -0.077
C -4.640 -4.625 0.893 -0.04 -0.09 -0.02 -0.057
C 2.813 1.966 3.765 0.27 -0.07 0.06 -0.090
C 3.243 4.429 1.081 0.21 -0.01 0.03 -0.086
C 1.148 2.130 -4.691 -0.05 0.07 0.17 -0.021
C 0.925 -4.352 -1.786 0.06 -0.01 -0.12 -0.065
C -0.213 -4.882 0.694 0.00 0.10 -0.04 -0.107
C -2.874 -0.915 -2.595 -0.44 0.14 -0.56 -0.486
C -4.365 -0.769 -2.590 0.01 -0.08 0.23 0.047
C 0.354 -2.498 5.245 0.00 0.03 -0.04 -0.057
C 0.459 -5.878 0.008 0.00 -0.06 0.03 -0.048
C -0.090 0.287 -3.794 -0.06 -0.20 -0.42 -0.270
C -4.077 4.876 -0.971 -0.04 -0.02 0.04 -0.074
C 3.776 -1.448 2.188 -0.24 -0.21 0.13 -0.086
C 3.175 -0.708 -2.379 -0.23 -0.23 -0.13 -0.066
C -3.393 3.950 -3.096 -0.12 0.12 0.03 -0.066
C 0.956 4.767 0.315 -0.34 0.13 -0.17 -0.087
C -4.020 -1.967 1.303 0.07 0.21 -0.02 -0.132
C -2.816 2.858 -2.485 0.00 -0.10 0.31 -0.031
C 1.018 -5.620 -1.235 -0.01 0.10 -0.01 -0.054
C -0.345 -3.615 0.124 0.00 0.37 -0.11 -0.358
C -2.877 2.749 -1.094 -0.63 1.40 -0.44 -0.320
C -3.507 3.777 -0.348 0.29 -0.48 -0.38 -0.460
H 3.671 1.938 -2.699 0.01 0.04 -0.01 0.079
H 2.710 -1.508 2.381 -0.05 -0.06 0.12 0.050
H 0.840 5.590 1.025 -0.02 -0.01 0.04 0.095
H -4.611 0.291 -2.538 -0.01 0.13 -0.01 0.094
H 1.627 2.633 -5.516 0.01 0.06 -0.10 0.123
H -1.529 -1.664 5.838 -0.06 0.00 0.09 0.114
H 5.074 1.202 -1.916 -0.04 0.02 0.04 0.089
H 4.000 -0.581 -3.080 0.01 -0.06 0.05 0.099
H -0.360 2.842 3.102 -0.14 0.01 0.09 0.042
H 1.537 -6.403 -1.766 0.05 -0.08 -0.05 0.114
H 3.115 5.295 1.735 0.01 -0.04 0.07 0.096
H -4.480 5.786 -2.851 -0.02 0.08 -0.05 0.113
H 5.573 -0.221 -0.344 0.12 0.02 -0.12 0.070
H 3.290 -1.669 -1.879 0.00 -0.14 -0.06 0.086
H -0.619 -5.083 1.677 -0.02 -0.04 0.00 0.122
H 4.250 -0.846 2.966 -0.02 0.05 0.03 0.091
H 3.573 1.508 3.138 0.08 0.00 0.11 0.061
H 1.231 5.194 -0.651 0.00 0.02 -0.04 0.092
H -2.849 -0.648 -4.616 -0.04 -0.07 0.21 0.162
H 0.006 4.248 0.215 -0.11 0.09 -0.07 0.070
H 3.184 2.926 4.140 0.01 -0.01 0.00 0.095
H -0.679 -1.404 -4.975 -0.02 -0.02 0.09 0.137
H 0.549 -6.861 0.447 0.01 -0.08 0.04 0.117
H 1.636 3.625 -3.217 0.05 0.10 0.01 0.116
H 1.381 -4.143 -2.744 0.04 0.00 -0.06 0.108
H 0.192 -2.344 -1.494 0.07 -0.14 -0.13 0.051
H -2.427 -1.587 3.552 -0.15 -0.04 0.06 0.074
H -3.370 4.037 -4.171 0.02 0.01 -0.11 0.109
H -4.555 5.650 -0.391 -0.08 0.09 0.03 0.117
H -2.561 -4.930 0.567 -0.04 -0.03 -0.06 0.088
H 6.026 -1.293 0.978 0.05 0.03 -0.03 0.101
H -0.534 -1.734 -3.230 0.02 0.04 -0.24 0.102
H 3.869 3.694 1.580 0.23 0.06 0.03 0.075
H 2.625 1.314 4.622 0.02 0.02 -0.04 0.098
H -4.874 -5.667 0.735 -0.03 -0.08 -0.04 0.114
H 0.746 -2.535 6.250 0.00 -0.04 0.09 0.113
H 2.122 -3.321 4.356 0.09 -0.03 0.03 0.112
H -4.818 -1.192 -3.483 -0.02 0.01 -0.05 0.096
H 4.207 -2.449 2.214 -0.03 -0.05 0.09 0.103
H 2.237 -0.712 -2.938 0.05 -0.05 -0.06 0.067
H -6.676 -4.055 1.235 -0.07 -0.03 0.03 0.114
H -2.327 2.080 -3.048 0.06 -0.09 -0.17 0.089
H -3.779 -0.921 1.451 -0.13 -0.12 -0.05 0.025
H -4.775 -1.249 -1.707 0.02 -0.06 0.05 0.089
H 0.542 2.372 -1.387 0.05 0.08 0.10 0.081
H 1.242 -3.203 2.061 0.06 -0.01 0.02 0.099
H 0.210 2.076 4.588 0.01 -0.03 -0.04 0.097
H -6.115 -1.677 1.613 -0.06 0.08 0.01 0.112
H 3.745 4.764 0.170 0.06 0.00 0.03 0.095
H 5.632 0.405 1.316 0.03 0.00 0.04 0.096
H 3.976 2.256 -0.989 0.10 0.13 -0.04 0.074
H 0.423 0.500 -5.871 -0.06 -0.14 -0.08 0.123
H 0.774 3.701 4.160 0.07 0.02 0.01 0.096
```
Forces are in eV/Å.


DFT (ωB97M-V/def2-TZVPD) results for a 8-piece molecular cluster, C41H53IN8OP overall.

Calculated values
* total energy: -2746.2808 hartree
* HOMO: -3.55 eV
* net charge: -1

```
105
Properties=species:S:1:pos:R:3:forces:R:3:lowdin_charge:R:1
I -4.833 0.063 2.349 0.18 -0.04 0.09 0.691
P -0.894 3.498 1.255 -0.46 0.27 0.04 0.362
O 2.687 3.328 -0.858 0.43 0.21 0.16 -0.089
N 4.125 -6.141 3.163 0.04 -0.22 0.11 0.063
N 1.656 0.818 1.370 0.51 -0.03 0.00 -0.014
N 1.079 6.410 -3.541 0.12 0.06 -0.05 0.063
N 0.288 -2.416 2.812 0.04 0.09 0.01 0.075
N 5.473 -1.161 4.720 -0.05 0.00 -0.02 0.038
N 2.526 -2.839 -0.781 0.08 -0.04 -0.03 0.061
N -7.665 3.650 -4.355 0.04 0.00 -0.10 0.057
N -6.442 0.018 -1.690 -0.04 0.00 -0.04 0.069
C 0.356 3.598 -0.219 0.40 0.14 0.38 -0.337
C -6.234 -1.891 -3.124 -0.03 -0.03 0.04 -0.074
C 5.017 -2.908 3.142 0.07 0.06 0.00 -0.088
C -6.642 2.803 -4.252 -0.08 0.02 0.13 -0.145
C 1.316 7.661 -3.929 -0.09 -0.01 -0.01 -0.169
C 1.662 2.942 0.110 -0.08 -0.22 -0.80 -0.452
C 2.546 8.287 -3.811 0.00 0.01 -0.01 -0.092
C -6.853 -0.795 -0.720 -0.05 0.10 0.03 -0.179
C -6.978 -2.168 -0.875 0.01 -0.02 -0.06 -0.070
C -6.566 4.647 -6.236 0.00 0.00 -0.01 -0.083
C -3.573 2.411 0.758 0.17 -0.54 -0.43 -0.389
C 3.163 -2.763 -3.489 0.01 0.00 -0.04 -0.084
C 3.366 6.270 -2.844 0.01 0.04 0.00 -0.071
C 4.201 -2.058 2.411 -0.02 -0.07 -0.05 -0.082
C 3.781 -2.973 -1.201 0.04 -0.02 0.08 -0.149
C -0.186 -3.458 4.911 0.03 -0.10 0.03 -0.068
C -5.544 2.820 -5.100 -0.02 -0.01 -0.01 -0.070
C -6.664 -2.725 -2.104 0.00 -0.04 0.01 -0.086
C 2.096 5.734 -3.006 -0.19 -0.11 -0.07 -0.138
C 3.507 -5.910 4.321 0.78 0.00 0.54 -0.189
C 1.852 -2.620 -3.068 0.03 0.00 -0.01 -0.071
C 5.626 -2.410 4.284 0.04 0.00 0.08 -0.178
C -0.342 -2.440 3.983 -0.01 0.10 -0.05 -0.142
C 4.152 -2.943 -2.536 -0.01 0.00 -0.02 -0.072
C 3.595 7.572 -3.255 0.06 0.00 0.02 -0.095
C 4.654 -7.348 2.985 0.01 0.07 -0.15 -0.142
C 3.952 -8.108 5.126 -0.05 -0.06 0.02 -0.080
C -7.613 4.549 -5.333 -0.09 0.02 0.04 -0.166
C 3.396 -6.857 5.329 0.02 -0.01 0.00 -0.055
C 0.662 -4.510 4.601 -0.11 0.09 -0.01 -0.083
C 4.678 -0.364 4.004 0.05 -0.02 0.05 -0.155
C 1.112 -3.424 2.534 -0.05 0.08 -0.18 -0.136
C 4.596 -8.363 3.927 0.01 -0.03 0.03 -0.077
C -2.292 2.895 0.064 -0.51 0.09 0.77 -0.389
C 1.588 -2.663 -1.708 -0.15 0.03 0.12 -0.141
C 1.329 -4.496 3.387 -0.60 0.09 -0.44 -0.097
C -5.508 3.762 -6.114 0.05 -0.01 -0.04 -0.085
C -3.524 0.887 0.854 -0.04 0.64 -0.24 -0.649
C 4.018 -0.756 2.847 -0.10 0.18 -0.09 -0.053
C 1.514 1.434 0.047 0.05 -0.50 0.36 -0.247
C -6.142 -0.533 -2.861 0.11 0.01 -0.05 -0.159
H 5.045 -9.326 3.725 0.01 0.00 -0.02 0.098
H 1.992 3.222 1.103 0.17 0.18 0.33 0.112
H -4.420 2.647 0.127 -0.51 0.22 0.05 0.084
H 4.573 8.023 -3.143 0.00 0.00 0.00 0.098
H 0.808 -5.325 5.301 -0.01 -0.02 0.02 0.098
H 0.547 1.180 -0.383 -0.22 0.05 -0.12 0.094
H 3.885 -8.872 5.890 0.00 -0.01 0.00 0.104
H -5.976 -2.282 -4.098 0.01 0.02 -0.01 0.098
H 4.154 5.675 -2.402 -0.02 -0.04 0.00 0.098
H -0.717 -3.426 5.852 -0.02 0.01 0.01 0.098
H -4.736 2.114 -4.964 0.01 0.01 0.03 0.099
H 2.884 -6.615 6.250 0.02 0.04 0.02 0.103
H -6.709 2.091 -3.438 0.04 0.01 0.06 0.078
H 1.881 4.721 -2.690 0.06 -0.01 0.10 0.088
H 3.329 3.902 -0.421 -0.28 -0.17 -0.03 0.075
H -7.307 -2.782 -0.049 0.00 0.02 0.03 0.101
H 2.274 1.036 -0.613 0.30 -0.12 -0.22 0.098
H -2.512 0.554 1.009 0.19 -0.33 0.58 0.028
H 1.623 -3.354 1.579 -0.02 -0.11 -0.01 0.077
H 4.524 -3.109 -0.423 0.06 0.00 -0.05 0.096
H 4.565 0.645 4.386 -0.03 0.02 -0.04 0.099
H 0.577 -2.547 -1.333 -0.02 0.01 -0.04 0.109
H 2.679 9.308 -4.145 -0.02 0.01 0.00 0.092
H -5.798 0.154 -3.625 0.02 -0.07 -0.10 0.079
H 3.357 -0.073 2.300 0.22 -0.17 0.18 0.067
H 0.551 4.646 -0.408 -0.15 0.47 0.00 0.060
H -4.667 3.808 -6.794 0.01 0.00 0.01 0.103
H 5.190 -3.054 -2.820 0.01 0.00 0.02 0.099
H -6.748 -3.792 -2.263 0.00 0.00 0.00 0.101
H -1.813 3.484 2.412 0.02 -0.17 -0.01 -0.062
H 3.087 -4.916 4.440 0.65 -0.31 0.38 0.083
H 6.268 -3.043 4.889 0.01 -0.04 -0.04 0.093
H 0.467 8.186 -4.355 0.03 0.05 -0.01 0.097
H 5.151 -7.505 2.033 0.01 -0.06 0.01 0.104
H 5.172 -3.933 2.837 -0.01 -0.03 0.01 0.072
H -0.528 2.083 1.520 -0.12 0.00 -0.02 -0.034
H 0.176 3.944 2.170 0.17 0.00 0.02 -0.054
H -8.459 5.227 -5.391 0.02 0.03 -0.05 0.098
H -3.727 2.855 1.732 0.15 0.27 0.29 0.053
H -6.578 5.401 -7.012 -0.01 0.02 0.01 0.096
H 0.002 3.144 -1.139 -0.32 -0.02 -0.28 0.068
H 1.048 -2.472 -3.777 -0.02 0.02 0.02 0.101
H 2.010 -5.289 3.108 -0.74 0.37 -0.47 0.070
H 1.041 0.019 1.443 -0.09 -0.10 0.18 0.050
H -2.555 3.727 -0.578 0.11 0.30 -0.35 0.058
H 3.411 -2.731 -4.542 0.00 0.01 0.00 0.102
H -3.880 0.474 -0.074 -0.15 -0.35 -0.29 0.015
H -0.997 -1.597 4.181 -0.02 -0.03 0.03 0.107
H 3.699 -2.410 1.517 -0.02 0.07 0.05 0.063
H -1.921 2.077 -0.546 0.30 -0.14 -0.31 0.049
H -1.270 4.924 1.041 -0.03 -0.02 -0.12 -0.052
H -7.081 -0.318 0.223 -0.02 -0.05 0.05 0.053
H 1.357 1.484 2.071 -0.27 -0.10 0.00 0.047
```
Forces are in eV/Å.


- The lowest net charge belongs to which entry?
  C41H53IN8OP


- Among the records above, which one has the lowest net charge?
  C41H53IN8OP


- total energy of number 1 (C41H53FeN7O4P3S2)?
  -5362.3466 hartree


- Which of these has the highest net charge?
  C41H53FeN7O4P3S2